Density functional theory data (ωB97M-V/def2-TZVPD) for C4H4O2Tl as an isolated structure at a distorted geometry.

The geometry in ORCA input format:
```
! RIJCOSX wB97M-V def2-TZVPD def2/J DEFGRID3
* xyz 2 2
O -1.53 2.31 1.54
C -1.79 1.14 1.25
C -0.55 0.56 0.84
H -2.80 0.75 1.05
H 0.17 0.31 1.62
C -0.19 -0.56 -0.74
C 1.08 -0.72 -1.21
O 2.23 -0.55 -0.93
Tl 4.15 -1.14 -0.96
H -0.96 -0.21 -1.43
H 0.20 -1.86 -1.02
*
```

The value obtained for the HOMO energy (alpha / beta) is -18.93 / -19.26 eV. As for the energy relative to the best compared isomer or geometry (same formula, charge and spin): 6.636 eV. The calculation puts the max |F| at 7.609 eV/A. Its expectation value of S² is 0.813. For the calculated total energy, the calculation gives -476.7822 Eh. The calculation puts the HOMO-LUMO gap (alpha / beta) at 6.8 / 7.3 eV. For the LUMO energy (alpha / beta), the calculation gives -12.100 / -11.994 eV.

The molecule's Löwdin atomic charges, reported in e, are given here: atom 1 (O): 0.22, atom 2 (C): -0.19, atom 3 (C): 0.32, atom 4 (H): 0.17, atom 5 (H): 0.14, atom 6 (C): 0.12, atom 7 (C): -0.16, atom 8 (O): -0.21, atom 9 (Tl): 1.17, atom 10 (H): 0.14, atom 11 (H): 0.28